[1]
The following is a DFT calculation (ωB97M-V/def2-TZVPD) of a molecular structure, C34H29CuF4N9O5S2.

Last column: Löwdin charge in e.
CARTESIAN COORDINATES (ANGSTROEM)
S 1.272 -2.025 3.643  1.066
C 2.937 1.158 2.751  -0.092
O 4.668 -0.915 -6.327  -0.330
H 2.135 -2.154 -5.084  0.096
H -1.409 2.406 -1.153  0.075
C -6.970 0.696 1.141  -0.262
F -6.170 -1.420 4.755  0.097
C 1.473 3.099 2.490  -0.163
Cu 0.338 0.663 0.720  0.306
O 4.724 -0.151 -3.980  -0.323
C -0.060 0.537 -3.738  -0.141
C -0.546 0.085 -2.534  -0.022
H 3.561 0.849 -1.889  0.073
N 1.573 1.657 2.680  -0.225
H 1.248 0.595 4.461  0.114
H 2.723 2.345 -1.435  0.106
H 2.935 0.076 2.634  0.043
H 1.282 5.559 1.505  0.100
C -5.183 -1.234 3.872  -0.155
C -3.093 -0.953 2.146  -0.166
O -0.149 1.053 -5.948  0.049
C -1.454 -1.892 3.795  -0.188
C 0.660 3.513 1.267  -0.247
C 0.176 -4.880 0.994  -0.047
C -0.319 -1.169 3.567  -0.452
N -0.282 0.123 3.112  0.003
H 0.775 -4.835 3.060  0.106
H 2.566 0.911 -0.411  0.062
F -3.740 -2.089 5.486  0.104
H 3.516 1.584 1.932  0.083
C -0.805 3.085 -0.556  -0.144
C 2.188 1.540 -4.459  -0.120
C 2.690 0.576 -5.538  -0.196
N -7.217 1.408 0.264  0.113
C -7.919 -0.364 3.023  -0.261
C -4.346 -0.556 1.763  -0.156
H 2.483 3.507 2.397  0.114
C 0.667 -4.282 2.140  -0.064
H 0.096 1.894 4.121  0.134
C 0.683 1.095 3.667  -0.178
C -1.357 -3.174 4.412  -0.239
C -6.745 -0.131 2.267  -0.216
F -2.101 -0.938 1.228  0.075
H 1.035 3.571 3.381  0.118
N 1.237 0.984 -3.499  0.068
H 0.234 -2.095 -0.946  0.112
C -2.806 -1.457 3.418  -0.070
H -1.519 -0.330 -2.324  0.137
O 1.400 -1.013 0.917  -0.161
H -1.198 0.517 2.938  0.126
F -4.514 -0.128 0.503  0.092
C 3.131 -2.199 -4.642  -0.270
H -0.077 -5.931 0.981  0.112
N -1.314 -4.222 4.889  0.169
H -0.012 6.378 -0.433  0.088
C -0.069 2.572 0.524  -0.142
C -0.044 5.328 -0.164  -0.124
S 3.960 -0.646 -5.100  0.666
N 0.908 -2.213 0.982  -0.168
C 0.349 -2.770 -0.114  -0.006
H 3.435 1.407 3.703  0.088
C -0.803 4.431 -0.902  -0.120
H 2.409 -1.776 -2.642  0.057
C 0.677 4.865 0.924  -0.086
C -3.919 -1.605 4.251  -0.165
C 1.442 0.820 -2.166  -0.307
H 4.081 -2.312 -2.708  0.080
H -1.386 4.774 -1.751  0.090
N 0.388 0.265 -1.580  0.085
H 3.197 1.147 -6.315  0.111
N -8.922 -0.538 3.572  0.110
H 3.718 -2.947 -5.172  0.096
H 1.868 0.037 -6.002  0.086
O -1.870 0.169 -5.003  0.097
C -0.033 -4.089 -0.128  -0.033
H 3.027 1.942 -3.895  0.121
H 2.764 -3.472 -2.948  0.079
C 3.093 -2.451 -3.145  -0.109
H 1.690 2.350 -4.984  0.129
C 0.974 -2.933 2.147  -0.427
N -0.729 0.585 -4.972  -0.341
H -0.495 -4.492 -1.018  0.114
C 2.659 1.254 -1.439  0.025
C -5.467 -0.628 2.623  -0.060

The total charge is -1. The HOMO-LUMO gap is 5.0 eV. The molecular weight is 847.3 g mol⁻¹.



[2]
The following is a DFT calculation (ωB97M-V/def2-TZVPD) of a molecular structure, C34H29F10N13Sr.

Last column: Löwdin charge in e.
CARTESIAN COORDINATES (ANGSTROEM)
H -3.007 -5.958 0.546  0.081
H -4.580 -1.567 -1.179  0.099
C 3.372 -0.482 0.600  -0.203
H 3.253 1.867 1.895  0.101
H 2.381 1.893 0.350  0.062
H -4.610 -5.934 0.071  0.097
C -1.782 -1.694 -4.010  -0.188
F 0.346 -2.031 5.641  0.060
C -1.898 -1.647 5.997  -0.163
Sr 0.329 -1.171 0.338  1.472
F 3.277 -7.177 1.253  0.120
N -0.703 -0.883 -2.164  0.093
H -1.908 1.845 -1.985  0.125
H 1.524 6.580 0.451  0.109
F -1.673 -1.976 7.272  0.113
H 1.701 -2.482 2.340  0.081
C 0.319 -5.696 -0.107  -0.152
N 2.238 0.062 1.392  -0.328
H -2.467 2.760 0.472  0.129
N -4.699 -3.560 -0.468  0.127
H 2.750 2.756 -2.551  0.115
H 1.555 -2.035 4.012  0.107
H -3.372 -0.275 -3.771  0.160
H 3.518 6.699 -1.014  0.101
C -0.657 -1.824 -3.198  -0.223
H 4.321 -0.081 0.981  0.125
H 3.248 -0.126 -0.431  0.121
H -2.890 -2.388 -5.742  0.108
C -1.566 2.134 0.514  -0.134
C -0.967 -1.381 3.719  -0.205
F -2.556 -0.634 2.132  0.022
C -0.844 -1.682 5.100  -0.133
N -1.714 0.856 -0.159  -0.091
H 1.198 -2.879 -2.876  0.112
N -3.903 -5.496 0.642  0.146
C 3.246 4.741 -1.861  -0.088
C 1.362 3.514 -1.086  -0.255
C -2.294 -1.007 3.412  -0.152
F 0.783 -7.941 0.474  0.104
H 0.842 -4.334 -4.858  0.104
H -3.361 0.972 -1.514  0.124
N 2.239 -2.584 0.100  -0.175
H 1.810 0.353 3.423  0.120
H 4.333 -2.247 -0.065  0.120
F 4.097 -4.675 1.088  0.081
N -0.050 -1.391 2.717  -0.148
H 3.254 -0.620 3.143  0.128
C -1.802 -0.220 -2.350  -0.335
C 1.032 4.588 -0.258  -0.195
N -2.505 -0.655 -3.437  0.166
C 2.345 1.529 1.377  -0.085
F -0.126 -3.453 -0.667  -0.045
H -2.285 0.243 0.411  0.066
C 1.362 -1.681 3.007  -0.252
C 1.170 -6.662 0.385  -0.165
F -0.914 -6.046 -0.509  0.090
C 2.228 -0.433 2.795  -0.176
C 2.835 -4.944 0.697  -0.136
H 1.481 1.971 1.877  0.088
C 0.737 -4.390 -0.186  -0.153
N -3.745 -4.202 0.164  -0.279
C 0.107 -3.582 -4.601  -0.079
N -0.109 4.171 0.410  0.166
C -2.007 -2.499 -5.123  -0.022
C -0.400 2.910 -0.034  -0.330
F -4.562 -0.600 3.850  0.106
C 0.315 -2.777 -3.499  -0.012
H -1.383 1.928 1.573  0.132
C -4.098 -2.390 -0.671  -0.206
C 2.428 -6.265 0.779  -0.155
C -2.265 0.932 -1.510  -0.130
H -0.625 4.695 1.094  0.162
H 3.761 -2.352 1.583  0.107
C 1.788 5.754 -0.199  -0.020
C 2.900 5.811 -1.021  -0.092
C -3.352 -0.966 4.288  -0.166
N -2.849 -2.358 -0.186  0.027
N -2.649 -3.541 0.373  0.087
C -3.172 -1.294 5.615  -0.171
N 0.443 2.476 -0.925  0.171
C 3.483 -2.003 0.583  -0.257
H 4.125 4.827 -2.487  0.101
C 2.488 3.585 -1.903  -0.019
F -4.190 -1.284 6.485  0.102
C 2.009 -3.914 0.214  -0.228
C -1.041 -3.449 -5.401  -0.090
H -1.169 -4.103 -6.257  0.102

The HOMO-LUMO gap is 6.8 eV. The calculation puts the relative energy (zero: lowest compared OMol25 entry of this formula, charge and spin) at 0.0 kcal/mol. The molecular weight is 897.3 g mol⁻¹.



[3]
The following is a DFT calculation (ωB97M-V/def2-TZVPD) of a molecular structure, C34H29F10N13Sr.

Last column: Löwdin charge in e.
CARTESIAN COORDINATES (ANGSTROEM)
N 0.995 1.621 0.411  -0.113
C -0.677 -1.620 -4.732  -0.133
F -1.818 -7.063 -0.842  0.097
H 4.865 -2.061 1.851  0.112
C -1.165 -3.512 0.155  -0.269
H 1.150 2.791 2.201  0.127
F 1.883 -1.374 -2.226  0.021
N 1.450 -4.902 0.449  -0.212
H -3.009 -2.865 5.018  0.104
N -1.080 1.498 3.032  0.162
H -3.678 1.321 4.321  0.108
F 2.910 -3.318 -3.748  0.115
H 6.701 -3.241 0.648  0.098
N -2.335 -1.490 -0.256  -0.145
N -2.099 1.451 -0.654  -0.228
C -1.412 -1.878 4.006  -0.018
C -1.649 0.557 -3.035  -0.253
C -2.192 2.764 -0.011  -0.116
C 6.169 -2.430 0.167  -0.095
N 0.368 -4.963 -0.466  0.143
C -3.055 0.440 4.228  -0.025
C -1.978 -5.740 -0.671  -0.158
H -4.399 -1.081 -0.233  0.128
H -1.269 3.337 -0.137  0.078
H -3.429 0.781 0.780  0.111
N -0.483 -0.231 -2.646  -0.129
F -0.929 -5.599 1.422  0.113
C 1.157 1.746 1.877  -0.125
C -2.358 -2.810 -0.453  -0.231
F -3.854 -5.724 -1.981  0.137
C 1.074 -3.218 -5.220  -0.163
H -1.500 1.029 -4.014  0.122
C -3.480 -0.718 -0.709  -0.229
H 2.863 -5.825 1.414  0.093
N 4.048 0.677 -1.430  0.165
H 0.260 2.246 0.106  0.059
H -1.342 2.465 3.008  0.150
H 6.161 -0.757 -2.815  0.110
H -1.059 2.401 -2.170  0.113
F -4.296 -3.182 -1.800  0.056
C 6.525 -2.066 -1.142  -0.093
C -0.990 -0.656 3.486  -0.226
C 0.160 -3.497 -0.662  -0.237
F -0.787 -3.005 -6.618  0.120
C 0.097 0.962 2.587  -0.338
F -1.862 -1.129 -5.150  0.076
C 5.888 -1.033 -1.803  -0.019
C 1.176 -1.799 -3.310  -0.191
C -3.211 -3.638 -1.122  -0.149
H -3.000 3.368 -0.447  0.097
C -3.353 0.742 -0.311  -0.184
C -3.465 -0.786 4.717  -0.088
H 3.979 1.119 -2.329  0.163
H 7.320 -2.605 -1.642  0.100
C 4.499 -0.743 0.191  -0.225
C -1.803 0.476 3.621  -0.197
F -0.937 -3.015 1.418  0.049
Sr -0.107 -0.782 -0.286  1.475
H -2.399 2.646 1.051  0.065
H 2.107 1.290 2.136  0.108
N 0.195 -0.315 2.832  0.167
C 3.224 0.881 -0.361  -0.333
H 0.060 -3.191 -1.709  0.138
N 1.934 -3.723 0.641  0.107
C 1.732 -2.788 -4.087  -0.167
C -1.005 -5.064 0.174  -0.295
H -2.552 -0.046 -3.137  0.095
C -0.065 -1.162 -3.538  -0.234
C -1.914 1.720 -2.096  -0.195
H 1.911 2.220 -1.358  0.126
C -2.986 -5.061 -1.230  -0.140
H -3.646 -0.823 -1.779  0.098
H -2.796 2.257 -2.482  0.127
C -0.129 -2.612 -5.527  -0.155
H -4.436 -0.871 5.189  0.102
H -0.782 -2.755 3.923  0.115
N 2.039 -6.086 0.887  0.128
N 3.457 0.071 0.629  0.182
C 4.878 -0.380 -1.106  -0.196
H 2.684 2.875 0.087  0.130
C -2.651 -1.926 4.613  -0.078
F 1.577 -4.190 -5.989  0.107
H -4.216 1.288 -0.727  0.129
C 2.208 1.981 -0.335  -0.128
H 2.313 -6.606 0.057  0.096
C 5.157 -1.781 0.846  -0.021
N 1.259 -2.827 0.037  -0.093

The HOMO-LUMO gap is 6.6 eV. The calculation puts the relative energy (zero: lowest compared OMol25 entry of this formula, charge and spin) at 65.4 kcal/mol. The molecular weight is 897.3 g mol⁻¹.